Entry 1:
Molecular formula: C23H21N2O5SW
Method: DFT, ωB97M-V with the def2-TZVPD basis set

- energy above the lowest of the compared OMol25 structures with the same formula, charge and spin (eV) = 0.797
- E_HOMO (hartree) = -0.67094
- orbital gap (eV) = 6.18

```
! wB97M-V def2-TZVPD RIJCOSX def2/J DEFGRID3
* xyz 3 1
W 0.078 -0.755 -0.592
O 0.312 -1.654 0.987
C -0.209 -2.815 1.489
C -0.490 -2.974 2.838
C -1.075 -4.153 3.291
C -1.339 -5.203 2.411
C -1.006 -5.088 1.080
C -0.446 -3.893 0.572
C -0.016 -3.835 -0.779
N 0.395 -2.736 -1.378
C 1.140 -2.883 -2.644
C 1.321 -1.480 -3.240
N 1.602 -0.543 -2.129
C 2.473 0.416 -2.319
C 2.678 1.502 -1.426
C 3.611 2.515 -1.748
C 3.735 3.639 -0.961
C 2.952 3.780 0.182
C 2.039 2.794 0.543
C 1.891 1.661 -0.241
O 0.961 0.704 0.052
H -0.254 -2.178 3.532
H -1.328 -4.260 4.337
H -1.796 -6.111 2.779
H -1.174 -5.914 0.404
H 0.034 -4.785 -1.317
H 0.627 -3.543 -3.351
H 2.119 -3.327 -2.417
H 0.376 -1.149 -3.712
H 2.109 -1.476 -4.000
H 3.053 0.434 -3.245
H 4.235 2.409 -2.623
H 4.438 4.411 -1.233
H 3.056 4.660 0.799
H 1.439 2.896 1.436
C -1.591 4.417 2.508
C -1.922 3.278 1.623
C -1.488 1.980 1.933
C -1.750 0.920 1.080
C -2.488 1.164 -0.087
C -2.983 2.423 -0.387
C -2.697 3.469 0.473
S -2.462 -0.130 -1.293
O -1.031 0.200 -1.891
O -3.472 -0.305 -2.241
O -1.943 -1.359 -0.541
H -0.784 4.184 3.198
H -2.469 4.680 3.103
H -1.335 5.302 1.928
H -0.965 1.801 2.862
H -1.502 -0.111 1.384
H -3.579 2.568 -1.275
H -3.077 4.454 0.250
*
```

=====

Entry 2:
Molecular formula: C12H20BrCdN2O3P
Method: DFT, ωB97M-V with the def2-TZVPD basis set

- E_HOMO (hartree) = -0.54436
- orbital gap (eV) = 1.74

```
! wB97M-V def2-TZVPD RIJCOSX def2/J DEFGRID3
* xyz 2 1
C 3.673 0.553 0.596
C 3.413 -0.611 -0.439
O 2.103 -0.881 -0.612
P 1.473 -1.591 0.775
O 2.660 -1.971 1.575
C 0.476 -0.389 1.706
C -0.007 0.847 0.935
C -0.814 0.523 -0.306
C -1.323 1.759 -1.071
C -0.457 2.893 -0.821
N 0.322 3.700 -0.508
C -2.831 2.059 -0.817
C -3.236 1.980 0.642
Br -3.231 3.860 -1.469
C -3.570 1.120 -1.625
N -4.163 0.360 -2.272
O 0.655 -2.857 0.400
C -0.202 -2.873 -0.795
C -1.677 -2.900 -0.415
H 4.809 0.649 0.801
H 3.126 0.422 1.514
H 3.422 1.469 0.080
H 3.814 -0.255 -1.385
H 3.995 -1.596 -0.201
H -0.316 -0.925 2.211
H 1.149 -0.043 2.477
H -0.642 1.402 1.609
H 0.850 1.465 0.712
H -1.644 -0.116 -0.044
H -0.184 -0.020 -1.001
H -1.233 1.537 -2.125
H -2.537 2.515 1.265
H -3.390 0.961 0.967
H -4.178 2.495 0.746
H 0.036 -3.793 -1.300
H 0.031 -2.079 -1.491
H -2.274 -2.263 -1.047
H -2.023 -3.919 -0.439
H -1.783 -2.558 0.609
Cd 5.707 -0.931 0.564
*
```

=====

Entry 3:
Molecular formula: C5H4KO7
Method: DFT, ωB97M-V with the def2-TZVPD basis set

- energy above the lowest of the compared OMol25 structures with the same formula, charge and spin (eV) = 0.000
- E_HOMO (hartree) = -0.10709
- orbital gap (eV) = 4.47

```
! wB97M-V def2-TZVPD RIJCOSX def2/J DEFGRID3
* xyz -1 1
O 0.009 2.156 -1.581
C 0.611 2.053 -2.694
O 0.086 2.096 -3.813
O 2.652 2.200 -1.393
O 2.873 2.399 -3.606
C 2.212 2.233 -2.578
K 1.183 1.858 0.532
O 0.086 -0.722 1.309
C -0.984 -0.834 2.264
C -1.861 -1.921 1.643
O -0.978 -2.547 0.699
C 0.065 -1.767 0.449
H -0.550 -1.126 3.227
H -1.476 0.138 2.350
H -2.719 -1.513 1.096
H -2.194 -2.672 2.364
O 0.986 -2.032 -0.269
*
```

=====

Entry 4:
Molecular formula: C32H29BrClN9OW
Method: DFT, ωB97M-V with the def2-TZVPD basis set

- energy above the lowest of the compared OMol25 structures with the same formula, charge and spin (eV) = 0.455
- E_HOMO (alpha / beta) (hartree) = -0.42856 / -0.44316
- orbital gap (alpha / beta) (eV) = 5.30 / 5.68

```
! wB97M-V def2-TZVPD RIJCOSX def2/J DEFGRID3
* xyz 2 3
W 1.131 0.358 0.828
Br -3.264 -3.641 -5.234
C -4.464 -2.755 -4.188
C -4.394 -1.371 -4.093
C -5.099 -0.769 -3.082
C -5.679 -1.598 -2.086
C -5.962 -2.986 -2.363
C -5.313 -3.569 -3.415
N -5.676 -1.314 -0.708
N -5.317 -0.117 -0.409
C -4.402 0.412 0.403
C -4.717 1.706 0.968
C -3.726 2.614 1.180
C -2.313 2.299 0.964
O -1.433 3.174 1.223
C -1.989 0.926 0.517
N -0.683 0.506 0.005
C -0.617 -0.597 -0.862
C -1.536 -1.657 -0.714
C -2.701 -1.356 -0.022
C -3.005 -0.022 0.351
H -3.730 -0.795 -4.744
H -5.067 0.320 -2.919
H -6.599 -3.521 -1.661
H -5.379 -4.651 -3.561
H -5.763 1.874 1.151
H -3.941 3.620 1.518
H 0.105 -0.510 -1.679
H -1.378 -2.625 -1.194
H -3.387 -2.143 0.262
Cl 4.694 -4.677 3.263
C 4.524 -3.146 2.567
C 4.249 -3.069 1.093
C 4.106 -1.628 0.577
C 4.076 -0.506 1.596
C 3.422 0.743 1.177
C 4.649 -0.728 2.835
C 4.891 -2.057 3.303
H 5.023 -3.687 0.629
H 4.799 -1.427 -0.248
H 3.784 1.042 0.208
H 3.552 1.566 1.891
H 4.908 0.113 3.476
H 5.208 -2.219 4.337
N 1.946 4.499 0.813
C 1.615 3.282 1.270
N 1.416 2.422 0.273
C 1.573 3.137 -0.968
C 1.352 2.768 -2.274
C 1.310 3.808 -3.239
C 1.611 5.151 -2.881
C 2.003 5.484 -1.589
C 1.932 4.477 -0.607
H 2.156 5.307 1.431
H 1.517 3.094 2.336
H 1.194 1.702 -2.538
H 0.988 3.609 -4.254
H 1.543 5.956 -3.602
H 2.335 6.488 -1.301
N 0.938 -2.655 1.224
C 1.611 -3.766 1.096
C 2.882 -3.502 0.418
C 2.730 -2.027 -0.041
N 1.569 -1.510 0.687
H 0.038 -2.528 1.675
H 1.228 -4.721 1.405
H 3.130 -4.224 -0.371
H 2.663 -1.827 -1.137
N 0.191 -0.090 2.960
N 0.956 1.104 2.823
H -0.769 0.125 3.213
H 0.627 -0.723 3.599
H 1.748 1.097 3.488
H 0.380 1.931 2.956
*
```

=====

Entry 5:
Molecular formula: C5H14N2O
Method: DFT, ωB97M-V with the def2-TZVPD basis set

- energy above the lowest of the compared OMol25 structures with the same formula, charge and spin (eV) = 7.268
- E_HOMO (alpha / beta) (hartree) = -0.28620 / -0.28193
- orbital gap (alpha / beta) (eV) = 7.84 / 7.53

```
! wB97M-V def2-TZVPD RIJCOSX def2/J DEFGRID3
* xyz 0 1
C 1.334 -0.056 -0.627
C 1.486 -1.341 -0.034
C -1.075 0.827 -0.733
C 1.804 1.168 0.078
C -2.533 0.574 -1.119
N 0.153 -1.698 0.989
N 0.197 -0.831 2.121
O -0.971 -1.554 0.349
H -0.858 -0.346 -0.283
H 1.181 -0.008 -1.694
H 0.739 -1.274 2.856
H -0.756 -0.596 2.387
H 2.309 -1.429 0.671
H 1.456 -2.180 -0.720
H -0.557 1.318 -1.551
H -0.995 1.463 0.147
H 2.882 1.109 0.265
H 1.603 2.074 -0.493
H 1.314 1.247 1.055
H -2.600 -0.052 -2.010
H -3.072 0.067 -0.319
H -3.040 1.519 -1.333
*
```

=====

Entry 6:
Molecular formula: C4H7ClN3
Method: DFT, ωB97M-V with the def2-TZVPD basis set

- energy above the lowest of the compared OMol25 structures with the same formula, charge and spin (eV) = 1.378
- E_HOMO (hartree) = -0.55126
- orbital gap (eV) = 11.60
- SMILES = [H]/N=C(\Cl)[C@@H]1C=NC[NH2+]1

```
! wB97M-V def2-TZVPD RIJCOSX def2/J DEFGRID3
* xyz 1 1
C -1.124 -0.155 1.401
C -1.352 1.532 -0.835
C 0.935 -0.914 1.047
C -1.092 -0.117 -0.193
N -0.091 -0.585 1.936
N -0.336 2.255 -0.979
N 0.276 -0.443 -0.406
Cl -2.922 2.001 -1.166
H -2.061 0.041 2.071
H 1.869 -0.334 1.266
H 1.139 -1.969 0.905
H -1.921 -0.774 -0.625
H -0.396 3.221 -1.316
H 0.742 0.409 -0.582
H 0.340 -1.235 -1.125
*
```